A cluster of 10 separate species, C35H94F3N8O13S in total, computed with ωB97M-V with the def2-TZVPD basis set.

Geometry as XYZ:
```
154
Properties=species:S:1:pos:R:3:forces:R:3
C -0.314 0.779 1.112 1.1 -0.7 0.1
F 0.304 1.974 0.936 -0.2 -0.7 -0.1
F -0.146 0.455 2.418 -0.7 0.4 -0.6
F -1.596 0.954 0.788 0.5 -0.4 0.4
S 0.499 -0.673 0.136 0.8 -2.5 -0.9
O -0.290 -1.912 0.454 0.2 3.6 -1.6
O 0.535 -0.186 -1.257 -1.8 0.2 2.3
O 1.852 -0.916 0.639 -1.6 1.0 0.6
C -2.617 4.587 -0.678 -0.3 -0.6 -2.2
C -2.427 4.964 0.724 -0.7 0.5 1.4
O -2.033 3.885 1.592 0.0 0.7 -0.9
O -1.394 4.201 -1.270 0.3 0.0 0.4
H -3.048 5.321 -1.361 -0.1 1.1 0.7
H -3.368 3.812 -0.841 0.1 -0.7 0.7
H -3.385 5.321 1.105 0.0 0.1 0.2
H -1.723 5.795 0.790 0.2 0.0 0.1
H -1.191 3.608 1.220 0.2 -0.4 0.1
H -1.666 3.490 -1.862 0.4 -0.8 -0.3
C 6.481 0.809 0.321 0.5 -0.5 0.8
C 5.463 -0.290 0.657 -0.2 0.9 0.2
C 5.343 -0.546 2.195 0.7 1.0 -1.0
O 6.613 -0.748 2.803 0.2 -2.3 0.0
C 7.101 -2.088 2.508 0.0 0.8 0.2
N 4.199 0.223 0.146 0.4 -0.4 0.4
H 7.478 0.557 0.685 0.1 -0.1 -0.1
H 6.205 1.697 0.890 -0.2 0.3 -0.2
H 6.529 1.019 -0.747 -0.2 0.0 0.1
H 5.730 -1.208 0.133 0.0 -0.1 0.0
H 4.577 -1.310 2.337 0.3 -0.5 0.4
H 4.990 0.339 2.725 -0.3 0.3 -0.4
H 8.102 -2.202 2.924 0.0 0.3 0.0
H 7.135 -2.276 1.435 0.1 0.1 -0.1
H 6.492 -2.879 2.948 -0.4 0.2 0.2
H 4.026 1.027 0.736 -0.3 0.6 -0.4
H 3.416 -0.385 0.361 0.4 -0.1 -0.3
C 2.979 -1.773 -5.162 -0.6 -0.1 -0.8
C 1.707 -1.338 -4.391 0.6 -0.6 0.4
C 0.565 -2.329 -4.409 -0.2 -1.3 -0.9
O 0.952 -3.595 -3.840 -0.8 0.1 -0.4
C -0.227 -4.383 -3.613 1.1 0.3 0.1
N 2.167 -1.183 -3.050 0.3 0.3 1.0
H 3.620 -2.435 -4.580 -0.4 -0.1 0.3
H 3.611 -0.919 -5.405 -0.2 0.2 0.0
H 2.733 -2.297 -6.087 0.0 0.0 -0.2
H 1.283 -0.402 -4.755 0.2 0.2 -0.3
H 0.246 -2.488 -5.442 0.0 -0.3 -0.5
H -0.359 -2.027 -3.913 0.2 0.7 0.5
H -0.791 -4.518 -4.536 -0.2 0.1 -0.1
H -0.815 -3.897 -2.833 -0.3 0.0 0.0
H 0.073 -5.369 -3.259 0.2 0.1 0.0
H 1.486 -0.742 -2.441 0.3 0.2 -0.4
H 2.177 -2.126 -2.684 0.5 -0.2 0.1
C -2.375 -4.655 3.970 0.8 1.3 -0.2
C -2.112 -3.420 3.038 1.1 0.3 0.7
C -1.844 -2.050 3.785 -1.8 -2.5 0.4
O -1.014 -2.334 4.909 0.1 0.9 -0.6
C -0.718 -1.130 5.603 -0.4 -0.3 -0.3
N -0.884 -3.733 2.258 -1.5 -0.4 0.3
H -2.481 -5.555 3.365 0.0 0.1 0.0
H -3.178 -4.571 4.702 -0.2 0.2 -0.2
H -1.449 -4.694 4.544 0.0 -0.5 0.1
H -2.982 -3.223 2.410 0.1 -0.2 -0.4
H -2.828 -1.746 4.147 -0.2 0.4 0.4
H -1.547 -1.293 3.060 0.8 -0.1 0.2
H -0.152 -1.371 6.502 0.3 0.1 -0.3
H -1.643 -0.645 5.918 -0.2 0.1 0.1
H -0.223 -0.451 4.907 0.4 0.2 0.3
H -0.822 -3.037 1.524 0.2 -0.2 0.2
H -0.121 -3.538 2.892 0.3 -0.1 0.1
C -2.926 1.745 4.077 0.4 -0.3 0.1
C -3.948 2.814 3.845 -0.6 1.3 0.3
C -4.787 2.446 2.603 1.0 0.0 -0.4
O -5.874 3.293 2.344 -0.6 0.2 -0.2
C -6.661 2.836 1.221 -0.2 0.1 1.9
N -4.713 3.010 5.094 -0.3 0.0 -0.5
H -3.502 0.820 4.133 0.5 -0.5 -0.6
H -2.382 1.745 5.022 -0.3 0.7 0.2
H -2.138 1.824 3.330 -0.3 -0.7 -0.4
H -3.491 3.777 3.612 0.3 0.0 0.1
H -5.037 1.387 2.693 -0.7 -0.2 0.0
H -4.169 2.541 1.709 0.7 -0.4 0.1
H -7.094 1.896 1.567 -0.1 -0.3 -0.5
H -6.128 2.695 0.281 0.2 0.2 0.1
H -7.479 3.553 1.155 0.1 0.0 -0.4
H -5.372 2.246 5.168 -0.1 -0.3 0.2
H -5.310 3.818 4.984 -0.1 0.2 0.0
C 2.235 -4.254 -1.019 0.9 -1.1 -0.5
C 2.854 -4.689 0.322 -1.0 1.9 0.3
C 4.339 -4.210 0.535 -1.1 -1.2 -0.3
O 5.274 -4.879 -0.306 0.5 -0.4 0.3
C 5.475 -6.271 -0.016 -0.4 0.6 -0.6
N 2.097 -3.958 1.336 0.6 0.1 1.5
H 2.705 -4.782 -1.850 0.2 0.3 -0.3
H 2.335 -3.175 -1.138 0.1 -0.1 0.1
H 1.178 -4.503 -1.108 -0.1 0.0 0.5
H 2.673 -5.742 0.540 0.5 -0.2 -0.2
H 4.584 -4.311 1.594 0.1 -0.4 0.2
H 4.393 -3.136 0.359 0.0 0.0 -0.5
H 5.706 -6.474 1.030 -0.1 0.2 0.2
H 6.294 -6.649 -0.627 0.2 0.4 0.0
H 4.615 -6.858 -0.343 -0.3 0.0 0.3
H 2.226 -2.960 1.241 -0.1 0.1 -0.2
H 1.103 -4.124 1.400 0.1 -0.4 -0.5
C 3.488 3.362 2.638 -1.0 1.1 1.3
C 3.346 4.163 1.321 0.2 -1.2 2.7
C 4.557 5.047 1.068 -1.2 0.4 -0.1
O 4.746 5.932 2.194 0.1 -0.5 -1.0
C 6.081 6.387 2.307 -0.2 -0.4 0.1
N 3.208 3.101 0.391 0.1 0.2 -2.7
H 2.638 2.695 2.785 -0.4 0.1 -0.4
H 3.423 4.064 3.471 0.3 -0.1 0.3
H 4.316 2.672 2.801 0.6 0.5 -0.7
H 2.382 4.675 1.319 0.3 0.9 0.6
H 4.359 5.627 0.165 0.0 0.4 -0.1
H 5.370 4.386 0.765 0.6 0.0 0.8
H 6.157 7.059 3.162 -0.1 -0.2 0.1
H 6.427 6.958 1.444 -0.1 -0.1 -0.3
H 6.690 5.493 2.441 0.5 0.2 0.1
H 3.338 3.564 -0.501 0.4 -0.5 -0.9
H 2.215 2.924 0.330 -0.1 -0.7 0.2
C -1.673 3.175 -4.511 0.4 -0.1 -0.1
C -2.429 1.958 -4.040 -0.5 -0.3 -0.4
C -2.181 0.687 -4.906 -1.9 0.4 -0.5
O -2.799 0.931 -6.190 0.8 0.4 -0.2
C -2.600 -0.109 -7.106 0.0 -0.4 -0.5
N -2.160 1.767 -2.649 0.5 -0.3 1.3
H -1.898 4.062 -3.919 -0.1 -0.2 0.2
H -1.874 3.444 -5.548 0.3 -0.3 -0.1
H -0.634 2.907 -4.319 0.4 0.5 -0.5
H -3.490 2.211 -4.025 -0.3 -0.3 -0.7
H -2.767 -0.159 -4.542 0.0 -0.1 0.8
H -1.157 0.312 -4.961 0.4 0.5 -0.2
H -2.956 0.113 -8.112 -0.2 0.8 0.2
H -3.170 -1.003 -6.847 0.2 -0.3 0.4
H -1.547 -0.350 -7.259 0.2 -0.2 0.4
H -1.244 1.389 -2.442 0.6 0.0 -0.2
H -2.751 1.062 -2.229 -0.2 0.0 0.0
C -4.655 -1.315 0.217 -0.1 0.6 0.2
C -4.548 -0.987 -1.283 -0.2 0.4 0.4
C -5.090 0.438 -1.632 0.9 -1.0 0.6
O -6.487 0.560 -1.484 0.4 -0.1 -0.5
C -7.219 -0.044 -2.546 -0.2 0.6 0.1
N -3.113 -1.009 -1.566 -0.1 -0.4 -0.8
H -4.252 -2.274 0.542 -0.3 -0.4 -0.6
H -5.638 -1.168 0.666 -0.1 -0.1 -0.3
H -3.980 -0.640 0.746 0.0 0.4 -0.1
H -5.074 -1.660 -1.962 -0.2 -0.5 0.4
H -4.761 0.730 -2.631 -0.2 -0.2 -0.4
H -4.517 1.100 -0.981 -0.6 0.4 0.4
H -6.997 0.303 -3.556 0.5 0.7 0.0
H -8.237 0.291 -2.345 -0.2 -0.7 -0.1
H -7.074 -1.119 -2.658 -0.3 -0.2 0.7
H -2.722 -1.824 -1.112 0.4 0.1 0.6
H -3.029 -1.291 -2.535 0.3 0.3 -0.4
```
Positions in Å, forces in eV/Å.

As for the total energy: -95341.213 eV. Its strongest force on any atom is 0.0761 Eh/bohr. For the relative energy (zero: lowest compared OMol25 entry of this formula, charge and spin), the calculation gives 20.82 kcal per mole. For the orbital gap, the calculation gives 7.67 eV. Its net charge is -1. The calculation puts the HOMO energy at -0.2091 Eh.